No. 1
146
Properties=species:S:1:pos:R:3:forces:R:3:lowdin_charge:R:1 method="wB97M-V/def2-TZVPD" total_charge=+1 e_tot_ha=-2706.667331
C -1.65678 7.65348 -1.29710 0.01 0.13 0.11 -0.089
C -2.26949 7.24264 0.04766 -0.07 0.07 0.24 -0.241
C -1.40503 6.32691 0.93264 0.15 0.13 -0.27 -0.169
C -0.56594 5.27928 0.22492 0.25 -0.08 0.75 -0.196
O -1.29453 4.09856 -0.15081 0.02 0.12 -0.22 -0.081
C -1.46692 3.85709 -1.53343 -0.05 -0.07 -0.37 -0.294
C -2.92384 4.20544 -1.81825 0.10 0.09 0.23 -0.199
F -3.23636 4.44875 -3.11485 0.08 -0.13 0.05 0.105
N -3.75897 3.04785 -1.38869 -0.44 0.14 -0.35 0.162
C -3.54874 1.87216 -2.30557 0.11 -0.38 0.30 -0.004
C -2.03373 1.62673 -2.61189 -0.43 0.17 -0.36 -0.220
B -1.78736 0.04094 -2.25144 0.04 -0.51 -0.01 -0.536
O -1.97356 -0.88218 -3.26818 0.68 0.00 0.43 0.143
N -1.46117 -0.47218 -0.96339 0.45 1.49 -0.27 -0.061
C -0.28258 -1.34354 -0.88338 -0.38 -0.60 0.34 -0.035
C -1.70415 0.31344 0.23881 -0.20 -0.39 0.40 -0.066
C -1.81204 1.87277 -4.11786 0.07 0.12 -0.27 -0.150
C -2.58501 1.20546 -5.07718 0.17 0.11 0.01 -0.046
C -2.36676 1.40295 -6.43403 0.08 0.04 0.00 -0.064
C -1.39221 2.29301 -6.87537 -0.06 -0.05 0.32 -0.064
C -0.64535 2.99226 -5.93599 -0.14 -0.21 -0.01 -0.055
C -0.84741 2.77407 -4.57310 -0.07 -0.10 -0.21 -0.019
N -1.18266 2.48693 -1.79412 -0.15 -0.11 0.12 -0.050
C 0.20468 2.03623 -1.67727 0.40 -0.04 0.32 -0.127
C 1.27231 3.13365 -1.59349 0.18 -0.36 -0.13 -0.127
C 2.66095 2.58248 -1.98344 -0.04 0.18 0.24 -0.052
C 3.48593 3.58194 -2.76794 0.20 -0.21 -0.10 -0.438
F 4.78081 3.16955 -2.80150 -0.25 0.08 0.01 0.125
F 3.45444 4.80895 -2.18082 0.07 -0.15 -0.06 0.124
C 3.04311 3.76732 -4.25013 0.00 0.18 -0.24 -0.516
F 2.62491 2.59549 -4.76764 0.18 0.40 0.11 0.155
F 2.00912 4.63764 -4.32086 0.29 -0.32 -0.04 0.143
F 4.04021 4.23744 -5.00259 -0.48 -0.17 0.29 0.186
H -1.92002 8.68573 -1.52595 -0.10 -0.08 -0.11 0.078
H -0.56592 7.62481 -1.27462 -0.02 -0.01 0.00 0.076
H -1.99808 7.03991 -2.13363 0.09 -0.06 0.00 0.064
H -3.26336 6.80157 -0.08499 0.03 0.02 -0.13 0.090
H -2.45978 8.15485 0.61635 -0.05 -0.09 0.07 0.108
H -2.00554 5.83054 1.69895 -0.04 0.03 -0.04 0.106
H -0.68293 6.93924 1.48252 -0.04 0.07 -0.08 0.125
H -0.01609 5.69138 -0.62178 -0.14 -0.06 -0.15 0.111
H 0.18671 4.94751 0.94711 -0.03 -0.13 -0.10 0.126
H -0.87564 4.56292 -2.13341 0.05 0.09 0.17 0.153
H -3.19072 5.06450 -1.20546 -0.08 0.04 -0.08 0.150
H -3.55995 2.83717 -0.40674 0.26 -0.06 -0.03 0.180
H -4.74387 3.31187 -1.45116 -0.02 0.04 0.13 0.196
H -4.03029 1.02394 -1.81593 0.01 0.06 0.06 0.147
H -4.10443 2.08333 -3.21416 0.06 0.08 -0.03 0.136
H -1.24709 -0.97823 -3.89391 -0.26 0.05 -0.38 0.076
H 0.42183 -0.94047 -0.15081 -0.03 0.10 -0.05 0.088
H 0.24053 -1.40290 -1.83655 -0.13 -0.14 -0.06 0.088
H -0.54033 -2.34908 -0.54420 0.04 -0.04 -0.13 0.094
H -0.79014 0.49943 0.80999 0.02 0.01 -0.08 0.081
H -2.39166 -0.20710 0.91332 0.04 -0.04 -0.02 0.098
H -2.13222 1.28720 0.01182 0.01 0.01 -0.09 0.062
H -3.33692 0.49223 -4.76603 -0.02 0.00 -0.03 0.119
H -2.94569 0.84141 -7.15619 -0.05 0.03 0.03 0.111
H -1.22036 2.42807 -7.93469 0.00 0.05 0.02 0.110
H 0.10423 3.69913 -6.26716 0.03 0.00 0.08 0.106
H -0.22770 3.32393 -3.87953 -0.03 -0.02 0.04 0.087
H 0.45405 1.38769 -2.52429 -0.20 0.12 -0.13 0.131
H 0.31858 1.41725 -0.78190 -0.02 -0.03 -0.05 0.114
H 1.03905 3.97520 -2.24187 -0.05 0.03 0.03 0.093
H 1.34002 3.49216 -0.56826 -0.13 0.24 -0.09 0.116
H 2.59628 1.66311 -2.56288 -0.01 0.02 -0.07 0.127
H 3.24862 2.34919 -1.09415 0.00 0.03 -0.02 0.141
C -3.51595 2.56483 3.47517 0.01 0.10 -0.07 -0.102
C -2.11156 3.14064 3.31446 -0.05 -0.02 -0.10 -0.270
C -1.00884 2.18183 3.75905 0.06 0.03 0.00 -0.221
C -1.05430 1.80656 5.24123 -0.05 -0.06 0.01 -0.221
C -0.97639 2.99162 6.20201 0.09 -0.01 0.01 -0.263
C 0.32263 3.78331 6.08578 -0.07 0.02 0.02 -0.105
H -3.75219 2.35371 4.51768 -0.01 -0.02 0.00 0.072
H -4.27145 3.26465 3.11017 -0.01 -0.01 0.02 0.067
H -3.62149 1.63178 2.91357 0.01 -0.03 0.04 0.066
H -2.03761 4.08234 3.86609 0.02 -0.02 0.02 0.101
H -1.95096 3.39800 2.26238 0.04 -0.02 0.00 0.073
H -0.03513 2.62364 3.52673 -0.01 0.01 0.00 0.102
H -1.07209 1.26632 3.15988 -0.02 -0.01 0.03 0.095
H -0.22636 1.12270 5.45320 0.01 0.00 0.00 0.103
H -1.96683 1.24047 5.44787 0.01 -0.01 -0.01 0.105
H -1.07135 2.61280 7.22209 -0.02 0.01 0.01 0.104
H -1.82836 3.66011 6.04841 -0.02 -0.02 0.01 0.099
H 1.18701 3.13913 6.25990 0.01 0.00 -0.02 0.075
H 0.35516 4.58867 6.81966 0.02 0.00 0.00 0.073
H 0.43494 4.23696 5.09894 0.01 0.00 0.00 0.061
C 3.02921 -4.49794 6.78379 -0.08 0.00 -0.01 -0.103
C 1.63298 -3.88888 6.86190 0.00 -0.05 -0.04 -0.270
C 1.51438 -2.49127 6.25903 -0.02 0.03 -0.05 -0.235
C 2.34721 -1.40871 6.94692 0.02 -0.04 0.01 -0.228
C 2.06168 -1.25308 8.43980 -0.04 0.08 -0.03 -0.265
C 0.61101 -0.89096 8.74142 0.05 -0.01 0.06 -0.107
H 3.76801 -3.93115 7.35212 -0.02 0.05 -0.01 0.068
H 3.01811 -5.51264 7.18304 0.06 -0.01 -0.02 0.072
H 3.36462 -4.54912 5.74487 0.06 0.00 0.01 0.062
H 1.29578 -3.87592 7.90181 -0.01 0.01 0.00 0.099
H 0.94077 -4.54646 6.32867 -0.03 -0.01 0.04 0.102
H 0.46121 -2.19522 6.27623 0.00 0.01 -0.02 0.097
H 1.79634 -2.53337 5.20098 0.02 -0.02 0.01 0.103
H 2.15094 -0.45456 6.44484 0.01 0.02 0.03 0.099
H 3.41313 -1.60768 6.80588 -0.01 -0.04 -0.01 0.104
H 2.72207 -0.48031 8.84086 -0.01 0.00 0.02 0.105
H 2.31819 -2.17406 8.96959 0.04 -0.01 -0.02 0.100
H 0.32297 0.03736 8.24087 0.00 -0.01 -0.03 0.063
H 0.45928 -0.75166 9.81214 -0.02 0.01 0.00 0.072
H -0.07133 -1.67620 8.41318 -0.03 0.02 0.01 0.065
C 3.01807 -9.33539 2.96332 -0.05 0.01 -0.05 -0.110
C 3.05611 -8.54945 1.65624 0.05 -0.05 0.04 -0.270
C 3.93743 -7.30308 1.72008 -0.05 0.02 -0.04 -0.228
C 3.49610 -6.25954 2.74699 0.03 0.00 0.08 -0.234
C 2.07114 -5.73679 2.57502 0.09 0.10 -0.01 -0.266
C 1.84809 -5.02230 1.24602 -0.14 -0.02 0.05 -0.114
H 2.58861 -8.74818 3.77657 0.01 0.00 0.01 0.064
H 2.41448 -10.23738 2.85828 0.01 -0.01 0.01 0.070
H 4.02289 -9.63966 3.26299 0.01 0.02 0.02 0.076
H 2.03787 -8.27571 1.36493 0.00 0.02 -0.02 0.097
H 3.43322 -9.19844 0.86206 -0.02 0.00 -0.01 0.105
H 3.97917 -6.84601 0.72713 0.00 0.01 0.01 0.100
H 4.96312 -7.60430 1.95282 0.00 -0.01 0.00 0.111
H 4.18766 -5.41187 2.69692 0.00 0.01 0.01 0.109
H 3.60017 -6.67037 3.75487 0.01 -0.01 -0.01 0.098
H 1.86288 -5.03915 3.39176 -0.03 -0.02 0.01 0.091
H 1.34953 -6.55089 2.68168 0.02 -0.02 0.00 0.102
H 2.55088 -4.19458 1.12304 0.03 -0.02 -0.01 0.073
H 0.83687 -4.61235 1.20003 0.00 0.01 -0.05 0.061
H 1.96940 -5.69846 0.39866 0.01 0.01 -0.01 0.066
C 0.19218 -3.10730 -9.38161 0.02 -0.05 0.04 -0.109
C -0.52954 -4.07324 -8.44670 -0.01 0.05 -0.07 -0.266
C -1.68593 -3.43212 -7.68147 0.00 -0.06 0.05 -0.222
C -1.28151 -2.28335 -6.75771 0.01 0.13 0.02 -0.230
C -0.24023 -2.64168 -5.69756 -0.15 -0.07 0.07 -0.263
C -0.70876 -3.71305 -4.71622 0.04 0.02 0.01 -0.100
H 0.66071 -2.28699 -8.83486 0.00 0.01 -0.01 0.064
H 0.97820 -3.61813 -9.93794 0.00 0.01 -0.01 0.072
H -0.50191 -2.67596 -10.10593 0.00 0.02 0.01 0.076
H 0.18845 -4.51022 -7.74700 -0.01 -0.02 0.01 0.099
H -0.92459 -4.90640 -9.03220 0.01 -0.02 0.01 0.107
H -2.20129 -4.20323 -7.10256 0.00 0.01 0.01 0.104
H -2.42181 -3.05568 -8.39850 0.01 0.00 -0.01 0.111
H -2.17876 -1.90622 -6.25296 -0.01 -0.01 0.00 0.103
H -0.89962 -1.44901 -7.35349 -0.02 -0.01 -0.01 0.099
H 0.01360 -1.72843 -5.14104 0.13 0.02 -0.06 0.087
H 0.68893 -2.96124 -6.17492 0.02 0.05 0.01 0.105
H -1.62519 -3.40474 -4.20768 0.00 -0.03 -0.02 0.070
H 0.04881 -3.90528 -3.95457 -0.01 -0.01 0.01 0.073
H -0.90777 -4.65788 -5.22199 0.00 0.00 -0.01 0.071

***

No. 2
155
Properties=species:S:1:pos:R:3:forces:R:3:lowdin_spin:R:1 method="wB97M-V/def2-TZVPD" s2=0.75 multiplicity=2 total_charge=-1 e_tot_ha=-13399.254488
C -6.48091 -2.94904 5.36405 -1.43 0.22 0.08 0.000
C -5.75378 -3.20524 4.04854 1.94 -2.08 0.20 0.000
C -5.19890 -2.05390 3.20716 -1.35 1.21 0.00 0.000
C -3.68286 -1.85615 3.18403 -0.32 -1.10 0.65 0.000
P -2.96854 -0.60573 2.13846 -1.40 1.84 -0.23 0.000
C -1.44251 0.12390 2.91955 -1.37 -0.44 -1.30 0.000
C -1.60538 0.69551 4.31380 -0.30 0.31 -0.06 0.000
C -0.26513 0.76572 5.00920 1.39 0.18 1.76 0.000
C -0.31405 1.17670 6.51074 -0.48 -0.15 -0.64 0.000
C -4.34811 0.71835 2.02706 1.22 -0.78 0.51 0.000
C -3.87652 2.01719 1.42548 0.86 0.09 -1.15 0.001
C -4.79700 3.25464 1.43929 -1.15 -1.55 0.60 0.000
C -6.30769 2.96698 1.07446 0.64 0.11 -0.92 0.000
C -2.58034 -1.26065 0.49817 -0.51 1.33 0.85 0.000
C -3.68624 -1.54632 -0.46611 -1.34 -0.68 -0.17 0.000
C -3.18757 -2.45937 -1.59197 -1.52 -0.29 -0.77 0.000
C -4.39113 -2.90370 -2.50534 0.17 -0.89 1.52 0.000
H -7.41608 -2.42670 5.16227 0.07 0.66 0.05 0.000
H -5.96915 -2.47243 6.20014 0.56 0.62 -0.62 0.000
H -6.89133 -3.79392 5.91707 0.37 -0.90 -0.68 0.000
H -6.17990 -3.96628 3.39482 -1.31 0.49 -0.02 0.000
H -4.92177 -3.87282 4.27256 0.75 0.28 0.52 0.000
H -5.74633 -1.18507 3.57259 0.36 0.52 0.13 0.000
H -5.57023 -2.09616 2.18323 0.06 -0.45 -0.14 0.000
H -3.27208 -2.80853 2.84887 0.62 -0.08 0.10 0.000
H -3.30878 -1.67472 4.19162 0.09 -0.15 0.08 0.000
H -1.14145 0.82765 2.14354 0.37 0.27 0.14 0.000
H -0.76789 -0.73188 2.89454 0.31 -0.36 0.02 0.000
H -2.42156 0.16447 4.80365 0.61 -0.76 0.71 0.000
H -2.05541 1.68543 4.38881 0.20 0.48 -0.78 0.000
H 0.45143 1.43326 4.53063 -0.47 0.58 -0.54 0.000
H 0.36534 -0.12342 5.00293 -0.77 -0.77 -0.30 0.000
H 0.62851 0.97787 7.02077 -0.03 -0.15 -0.10 0.000
H -1.10800 0.58566 6.96727 0.09 0.02 0.35 0.000
H -0.53767 2.23043 6.67736 -0.16 0.07 -0.17 0.000
H -4.61142 0.82652 3.07923 -0.44 0.11 0.08 0.000
H -5.17576 0.29603 1.45720 -0.03 -0.19 0.23 0.000
H -3.55516 1.79042 0.40891 -0.16 0.05 -0.38 0.000
H -2.93016 2.28888 1.89311 0.04 0.26 0.23 0.001
H -4.41022 3.99278 0.73667 0.07 0.08 0.31 0.000
H -4.68873 3.56450 2.47869 -0.41 0.72 -0.05 0.000
H -6.39056 2.99610 -0.01200 0.07 0.43 -0.20 0.000
H -7.02474 3.69366 1.45638 0.29 0.12 0.14 0.000
H -6.74623 1.98198 1.23429 0.48 -0.21 0.87 0.000
H -2.16842 -2.20666 0.84960 1.57 -0.14 -0.55 0.000
H -2.00949 -0.44219 0.05959 1.19 -0.59 0.04 0.000
H -4.24335 -0.71623 -0.90049 0.57 0.67 0.01 0.000
H -4.49089 -2.01216 0.10277 -0.15 -0.77 -0.14 0.000
H -2.67673 -3.31632 -1.15291 0.06 -0.08 -0.18 0.000
H -2.48962 -1.94331 -2.25124 0.23 0.19 0.23 0.000
H -4.10319 -3.51823 -3.35831 0.21 0.89 -0.48 0.000
H -5.12592 -2.11085 -2.64516 0.45 0.29 -0.78 0.000
H -5.00833 -3.64379 -1.99600 0.05 -0.13 0.68 0.000
C 3.82206 0.20644 2.49715 -0.52 0.72 -0.27 0.000
C 2.44595 0.54967 1.86700 -0.04 -1.99 -0.99 0.000
C 2.52394 0.24317 0.33276 1.11 0.33 0.06 0.000
C 1.32519 -0.19104 -0.42642 -1.42 -0.27 -0.12 -0.001
N 1.51231 -0.32484 -1.98075 -0.82 0.96 -0.07 0.000
C 0.18480 -0.90888 -2.56184 -0.69 0.68 0.45 0.000
C 0.50248 -1.86371 -3.69601 -0.71 -1.17 0.38 0.000
C 1.98053 -1.82804 -3.92051 0.08 0.94 1.23 0.000
C 2.49639 -1.38464 -2.49194 0.18 -0.08 -1.03 0.000
C 1.79375 1.12332 -2.53875 0.34 -1.74 -0.06 0.001
H 4.57695 0.82261 2.00869 0.20 0.34 0.44 0.000
H 4.20233 -0.80560 2.35829 -0.70 -0.18 -0.22 0.000
H 3.75822 0.37834 3.57162 0.37 0.27 0.06 0.000
H 2.11536 1.57643 2.02378 0.23 0.09 0.06 0.000
H 1.68385 -0.10579 2.28855 -0.12 -0.05 0.23 0.000
H 3.14293 -0.63666 0.15720 0.99 0.33 0.43 0.000
H 2.96525 1.15076 -0.07911 0.28 -0.18 -0.46 0.000
H 0.46248 0.44865 -0.24039 -0.07 0.37 -0.65 -0.001
H 1.01890 -1.15504 -0.02023 0.08 -0.42 -0.45 0.000
H -0.51038 -0.12907 -2.87285 0.48 0.56 0.02 0.000
H -0.36235 -1.39257 -1.75266 0.54 -0.27 0.16 0.000
H -0.02605 -1.65240 -4.62557 -0.23 0.10 0.21 0.000
H 0.26005 -2.88221 -3.39272 -0.37 0.13 0.14 0.000
H 2.04994 -1.11689 -4.74365 1.30 0.15 0.34 0.000
H 2.36658 -2.80995 -4.19421 0.19 0.25 0.02 0.000
H 3.54065 -1.07247 -2.50529 -0.22 0.49 0.23 0.000
H 2.42665 -2.23539 -1.81411 -0.25 -0.15 0.06 0.000
H 1.52513 1.13445 -3.59507 -0.29 0.02 0.17 0.000
H 2.86890 1.29947 -2.50507 -0.05 -0.11 0.29 0.000
H 1.27118 1.87641 -1.94892 -0.20 -0.32 -0.07 0.001
O 1.25599 -4.97656 -0.84550 -0.80 1.54 0.88 0.000
C 0.18677 -4.36703 -0.09640 1.23 -1.40 -0.18 0.000
C 0.53711 -3.68707 1.30496 -0.30 0.16 0.59 0.000
O -0.38661 -3.24427 2.26543 -1.27 0.38 -1.17 0.000
H -0.58829 -5.12532 0.01486 -0.48 -0.45 0.74 0.000
H -0.34920 -3.64522 -0.71267 -0.23 1.16 -0.41 0.000
H 1.12391 -2.81613 1.01302 0.90 0.59 -0.48 0.000
H 1.22252 -4.31200 1.87748 0.59 -0.75 -0.49 0.000
O -0.76939 2.89874 -0.51761 -1.18 0.81 -1.23 0.799
C -1.58830 3.18875 -1.65315 0.18 1.08 0.61 0.095
C -2.25198 4.71586 -1.99468 -1.13 0.92 -1.05 0.004
O -3.15224 4.95298 -3.03670 1.19 -2.20 0.90 0.016
H -2.29186 2.36049 -1.73729 -0.84 -0.16 0.16 0.027
H -0.93872 2.86785 -2.46749 0.53 0.37 -0.73 0.055
H -1.47326 5.46318 -2.14698 1.43 -0.47 0.16 -0.001
H -2.72675 5.13104 -1.10568 -0.09 -0.74 1.24 0.002
O 5.35653 3.84948 2.86786 0.18 0.20 -0.45 0.000
C 4.24981 4.29306 2.95677 0.39 -0.44 0.80 0.000
O 3.72762 5.17494 2.06474 0.65 0.56 0.82 0.000
C 2.41340 5.60040 2.45762 -1.07 -2.72 0.46 0.000
C 2.08141 4.81154 3.74768 -1.26 -0.29 0.51 0.000
C 3.21382 3.85636 3.98693 0.28 0.55 0.22 0.000
H 1.79195 5.01842 1.77703 -0.43 1.45 -0.83 0.000
H 2.23943 6.66892 2.58445 0.43 -0.18 -0.63 0.000
H 1.21493 4.15770 3.64866 -0.50 0.54 -0.48 0.000
H 1.82933 5.44611 4.59731 0.47 0.09 0.05 0.000
H 3.02558 2.80085 3.79055 -0.32 0.06 -0.31 0.000
H 3.42160 3.87836 5.05672 1.13 0.11 -0.26 0.000
O 8.43806 1.77720 1.38387 -0.35 0.60 -1.39 0.000
C 7.75668 2.04334 0.42580 -0.60 -1.42 1.33 0.000
O 7.29846 1.00672 -0.42260 1.16 0.09 2.29 0.000
C 6.46032 1.57716 -1.38500 0.06 -0.10 -0.19 0.000
C 5.76067 2.70780 -0.63587 1.67 0.47 -0.67 0.000
C 7.02513 3.32627 0.04440 -0.86 -0.91 -0.79 0.000
H 5.81939 0.82105 -1.83845 -0.01 -0.08 0.22 0.000
H 7.24262 1.86203 -2.08854 -0.91 0.92 -1.07 0.000
H 5.12097 2.33245 0.16287 -0.46 0.07 -0.48 0.000
H 5.36891 3.41433 -1.36763 -0.73 0.00 0.47 0.000
H 6.75620 3.99698 0.86045 0.60 -0.16 -0.02 0.000
H 7.54368 3.77544 -0.80262 0.40 0.51 0.37 0.000
O -4.82487 3.24554 -7.35964 0.58 -0.96 -0.30 0.000
C -3.94555 2.50525 -6.98404 -1.00 2.39 1.93 0.000
O -3.33554 1.61176 -7.75211 1.34 -1.04 0.25 0.000
C -2.29306 0.95066 -6.95534 0.15 -0.44 0.43 0.000
C -2.66490 1.18969 -5.46885 0.48 0.46 0.03 0.000
C -3.30223 2.56025 -5.55363 -1.30 -0.32 -1.56 0.000
H -1.28875 1.33762 -7.12775 -0.19 0.83 -0.35 0.000
H -2.18273 -0.07107 -7.31865 -0.67 -0.15 0.28 0.000
H -1.83487 1.32713 -4.77583 0.48 -0.62 -0.30 0.000
H -3.32798 0.44569 -5.02739 -0.14 -0.03 -0.31 0.000
H -2.60050 3.39273 -5.60501 0.21 -0.09 0.25 0.000
H -4.01550 2.79959 -4.76493 0.03 0.10 -0.23 0.000
C 4.67896 -4.64860 -0.41069 -0.01 -0.97 -0.34 0.000
Cl 6.12063 -5.74740 -0.49549 -0.16 0.78 0.16 0.000
Cl 5.06731 -2.88601 -0.80712 -0.36 -1.81 0.54 0.000
H 3.98950 -5.15223 -1.08826 -0.17 1.08 -0.49 0.000
H 4.19594 -4.83529 0.54844 0.38 0.95 0.18 0.000
C 4.47956 -0.93053 -7.89975 -0.88 -0.37 -0.14 0.000
Cl 2.81717 -1.11883 -7.25422 0.20 0.15 -0.07 0.000
Cl 5.03565 -2.55471 -8.46143 0.11 1.14 0.31 0.000
H 4.36217 -0.23445 -8.73029 0.38 -0.38 -0.04 0.000
H 5.07726 -0.48788 -7.10293 0.20 -0.53 -0.23 0.000
C -0.40323 -5.87732 -4.18031 -0.47 -0.23 1.26 0.000
Cl -2.16234 -5.48628 -4.39764 0.72 -0.44 -0.10 0.000
Cl 0.61559 -4.86702 -5.10775 0.83 0.87 -1.34 0.000
H -0.15471 -5.63547 -3.14695 -0.14 -0.34 0.26 0.000
H -0.12821 -6.90061 -4.43592 -0.73 0.06 0.10 0.000
C 5.11397 -2.43806 5.25822 -0.23 -1.09 -0.37 0.000
Br 7.06244 -2.33721 5.47975 -1.08 0.31 -0.03 0.000
Br 4.28534 -3.34537 6.82556 0.45 0.61 -0.90 0.000
Br 4.69135 -3.37532 3.58265 0.12 -0.01 0.62 0.000
H 4.57989 -1.50586 5.07415 0.70 0.13 0.65 0.000

***

F_max for every record listed, in sequence, given in eV/A: 1.6, 3.2.